Molecular formula: C3H3N3O2
Method: DFT, wB97M-V/def2-TZVPD

The value obtained for the gap between HOMO and LUMO is 6.01 eV. As for the LUMO energy: -4.03 eV. Its net charge is 0. Its spin multiplicity is 1.

Last column: natural (NBO) charge in e.
Cartesian coordinates (Å):
O 1.1161 -1.7085 -0.1072  -0.376
O -2.7602 0.0419 -0.0327  -0.447
N 0.6581 -0.3575 -0.1002  0.146
N -0.5134 1.3390 0.2443  -0.387
N 1.5778 0.4818 -0.3745  -0.250
C 0.7739 1.6236 -0.0747  0.131
C -1.7879 -0.6352 -0.1901  0.374
C -0.5789 -0.0059 0.0113  0.143
H -1.7975 -1.7894 -0.7121  0.134
H 1.1382 2.6911 -0.4312  0.224
H 2.1738 -1.6808 1.7670  0.307


Molecular formula: C3H3N3OS
Method: DFT, wB97M-V/def2-TZVPD

The value obtained for the gap between HOMO and LUMO is 8.72 eV. As for the LUMO energy: 0.44 eV. Its net charge is 0. Its spin multiplicity is 1.

Last column: natural (NBO) charge in e.
Cartesian coordinates (Å):
S 2.3502 -0.4674 -0.7884  0.148
O -2.1121 -0.0542 1.2659  -0.464
N -1.1334 1.0222 -0.5025  -0.443
N 0.9387 0.4672 -1.1635  -0.516
N 0.0324 -0.7039 0.7067  -0.494
C -0.0068 0.2322 -0.3192  0.422
C -1.0208 -0.8017 1.3943  0.446
C -2.0878 0.8958 0.3093  0.391
H 3.2091 0.2308 -1.5867  0.115
H -2.9278 1.6796 0.2582  0.208
H -1.1585 -1.4539 2.2244  0.188


Molecular formula: C3H3N3OS
Method: DFT, wB97M-V/def2-TZVPD

The value obtained for the gap between HOMO and LUMO is 8.97 eV. As for the LUMO energy: -0.52 eV. Its net charge is 0. Its spin multiplicity is 1.

Last column: natural (NBO) charge in e.
Cartesian coordinates (Å):
S -0.9531 1.3171 -0.4676  0.194
O 0.8576 2.0782 1.8317  -0.499
N 0.9875 0.7966 1.4145  -0.018
N 1.1146 -1.8851 0.3892  -0.542
N -0.5728 -1.2085 -1.1565  -0.438
C -1.2391 -0.1526 -1.4104  -0.003
C 0.3427 -1.0070 -0.0696  0.334
C 0.2766 0.3948 0.4563  -0.046
H 0.9898 -2.7775 -0.1175  0.357
H 0.1794 2.5422 1.3047  0.446
H -1.9832 -0.0982 -2.1748  0.216


Molecular formula: C3H3N3S
Method: DFT, wB97M-V/def2-TZVPD

The value obtained for the gap between HOMO and LUMO is 9.63 eV. As for the LUMO energy: 0.15 eV. Its net charge is 0. Its spin multiplicity is 1.

Last column: natural (NBO) charge in e.
Cartesian coordinates (Å):
S -0.5456 -0.8639 0.6970  0.274
N 0.8283 0.7556 -0.7990  -0.214
N 0.0662 -0.0710 -3.4021  -0.367
N 1.6687 -0.2179 -0.4241  -0.263
C -0.3594 0.8013 -0.0197  -0.385
C 0.4214 0.2574 -2.3693  0.340
C 1.0901 -1.1088 0.3224  -0.107
H 0.0133 1.4487 0.8018  0.221
H 1.4925 -1.9258 0.8804  0.233
H -1.3081 1.2700 -0.3101  0.268


Molecular formula: C3H3N3S
Method: DFT, wB97M-V/def2-TZVPD

The value obtained for the gap between HOMO and LUMO is 8.92 eV. As for the LUMO energy: -0.94 eV. Its net charge is 0. Its spin multiplicity is 1.

Last column: natural (NBO) charge in e.
Cartesian coordinates (Å):
S -2.8360 -0.3627 -0.1933  0.126
N -0.1567 -0.1084 -0.1581  -0.406
N 1.7718 -1.0873 -0.0584  -0.254
N 1.9836 0.2557 -0.3147  -0.256
C -1.4972 0.4034 0.0553  -0.125
C 0.4572 -1.2517 0.0546  0.164
C 0.8279 0.9543 -0.1651  0.078
H 0.0223 -2.1973 0.0135  0.222
H 0.8500 2.0048 0.3606  0.260
H -1.4230 1.3892 0.4057  0.192


Molecular formula: C3H3N3S
Method: DFT, wB97M-V/def2-TZVPD

The value obtained for the gap between HOMO and LUMO is 7.61 eV. As for the LUMO energy: -0.78 eV. Its net charge is 0. Its spin multiplicity is 1.

Last column: natural (NBO) charge in e.
Cartesian coordinates (Å):
S 1.3877 -0.8408 1.5214  -0.064
N -2.0557 0.1635 1.1921  -0.560
N 0.0466 -0.5290 -1.7415  -0.566
N 1.4368 1.4018 -0.0809  -0.638
C -1.3371 -0.0430 0.1914  0.239
C -0.5847 -0.5639 -0.6507  0.132
C 1.4237 0.4121 0.5243  0.268
H 1.4912 1.8635 -0.9769  0.456
H -2.3097 -0.4025 1.9295  0.380
H 0.5012 -1.4618 -1.9087  0.354


Molecular formula: C3H3N4O2
Method: DFT, wB97M-V/def2-TZVPD

The value obtained for the gap between HOMO and LUMO is 8.63 eV. As for the LUMO energy: 3.87 eV. Its net charge is -1. Its spin multiplicity is 1.

Last column: natural (NBO) charge in e.
Cartesian coordinates (Å):
O -1.7887 -1.6230 -0.0440  -0.730
O -2.9300 0.2491 -0.0771  -0.660
N 1.1947 -1.7869 -0.6262  -0.497
N 0.1947 2.6043 -0.4287  -0.615
N -0.6101 0.2986 -0.1586  -0.833
N 1.8607 0.1720 0.7189  -0.849
C -0.2754 1.5198 -0.3598  0.460
C 1.5222 -0.8339 -0.0485  0.505
C -1.8515 -0.2573 -0.0224  0.884
H 2.4777 0.9293 0.3466  0.412
H -0.8728 -1.8488 -0.3457  0.506
H 1.0786 0.5768 1.0454  0.418


Molecular formula: C3H3N4O3S
Method: DFT, wB97M-V/def2-TZVPD

The value obtained for the gap between HOMO and LUMO is 8.66 eV. As for the LUMO energy: 3.70 eV. Its net charge is -1. Its spin multiplicity is 1.

Last column: natural (NBO) charge in e.
Cartesian coordinates (Å):
S -1.4794 -1.4859 -1.5867  1.696
O -2.7334 -1.9980 -1.0355  -0.982
O -0.6279 -2.5250 -2.1602  -0.977
O -0.0157 1.0871 -1.9440  -0.611
N -0.4710 -1.5910 1.3197  -0.260
N 1.1996 2.2331 -0.4316  -0.829
N 0.6296 0.3480 1.5213  -0.509
N -0.4781 -1.0484 0.1312  -0.324
C 0.1829 -0.7651 2.1180  0.078
C 0.4294 1.1712 -0.8129  0.622
C 0.2346 0.2142 0.2612  0.129
H 1.4715 2.3278 0.5303  0.406
H 0.3396 -0.9709 3.1596  0.172
H 1.3181 3.0031 -1.0703  0.389


Molecular formula: C3H3N5
Method: DFT, wB97M-V/def2-TZVPD

The value obtained for the gap between HOMO and LUMO is 8.21 eV. As for the LUMO energy: -1.57 eV. Its net charge is 0. Its spin multiplicity is 1.

Last column: natural (NBO) charge in e.
Cartesian coordinates (Å):
N 0.6206 1.1836 -0.6164  -0.399
N 2.0835 -0.2106 0.7111  -0.607
N -1.5035 -0.5555 0.5977  -0.119
N -1.4299 0.7064 0.5398  -0.151
N 0.4581 -1.2180 -0.6268  -0.370
C 1.0879 -0.0547 -0.0530  0.472
C -0.6086 1.4137 -0.3172  0.209
C -0.7617 -1.3904 -0.2978  0.204
H 2.4186 0.7066 0.9956  0.351
H -1.3086 -2.2589 -0.6208  0.204
H -1.0170 2.4000 -0.6046  0.206


Molecular formula: C3H3N8OP
Method: DFT, wB97M-V/def2-TZVPD

The value obtained for the gap between HOMO and LUMO is 6.30 eV. As for the LUMO energy: 6.46 eV. Its net charge is -2. Its spin multiplicity is 1.

Last column: natural (NBO) charge in e.
Cartesian coordinates (Å):
P -0.1097 -0.7699 0.4356  1.586
O -1.1268 -2.0948 0.5878  -1.028
N -1.6939 1.7580 0.7112  -0.337
N 3.1546 0.2734 -0.8312  -0.447
N 1.3973 0.5787 0.4621  -0.478
N -3.1117 1.0366 -0.7602  -0.185
N 3.3443 1.3008 0.0311  -0.180
N -2.3050 0.0240 -0.5130  -0.417
N 2.3228 1.4782 0.7906  -0.134
N -2.7539 2.0574 -0.0280  -0.187
C -1.4362 0.4836 0.4235  -0.115
C 1.0396 -1.2525 -0.7881  -0.945
C 1.9343 -0.1580 -0.5451  0.268
H 0.8683 -1.8225 -1.6849  0.213
H -1.8243 -1.9197 -0.0528  0.491
H 0.3001 -0.9732 1.7615  -0.104


Molecular formula: C3H3N8OP
Method: DFT, wB97M-V/def2-TZVPD

The value obtained for the gap between HOMO and LUMO (spin up / spin down) is 8.05 / 4.83 eV. As for the LUMO energy (spin up / spin down): 6.64 / 5.04 eV. Its net charge is -2. Its spin multiplicity is 1.

Last column: natural (NBO) charge in e.
Cartesian coordinates (Å):
P -3.8485 -0.5604 -0.6413  0.414
O -3.5042 -2.0123 -0.4390  -1.131
N 3.3827 0.2743 -2.5893  -0.183
N 0.8070 0.4588 1.9334  -0.309
N -0.0854 0.4017 2.9226  -0.116
N -1.2145 0.0521 2.5680  -0.069
N 3.0829 0.6372 -0.4776  -0.339
N 3.9466 0.5851 -1.4641  -0.171
N 2.0547 0.1277 -2.3948  -0.354
N -1.1662 -0.2848 1.2733  -0.384
C 1.9227 0.3341 -1.0478  0.159
C 0.5533 0.2059 -0.5144  -0.181
C 0.1672 0.0737 0.8097  0.230
H -1.9091 -0.3288 0.6054  0.420
H -3.9470 0.0512 0.7276  -0.214
H -0.2421 -0.0154 -1.2716  0.230


Molecular formula: C3H3NO
Method: DFT, wB97M-V/def2-TZVPD

The value obtained for the gap between HOMO and LUMO is 10.22 eV. As for the LUMO energy: 0.68 eV. Its net charge is 0. Its spin multiplicity is 1.

Last column: natural (NBO) charge in e.
Cartesian coordinates (Å):
O -0.0363 0.1306 0.6753  -0.448
N -2.3317 -0.0194 0.6091  -0.365
C -1.1372 -0.1635 0.0733  0.395
C -2.3202 -0.2883 -0.7451  0.071
C 1.2512 0.0421 0.0365  -0.260
H 1.9912 -0.7043 0.2808  0.211
H 1.7068 1.0768 0.0922  0.203
H 0.8761 -0.0740 -1.0221  0.194


Molecular formula: C3H3NO
Method: DFT, wB97M-V/def2-TZVPD

The value obtained for the gap between HOMO and LUMO is 11.30 eV. As for the LUMO energy: 0.51 eV. Its net charge is 0. Its spin multiplicity is 1.

Last column: natural (NBO) charge in e.
Cartesian coordinates (Å):
O -1.9282 0.5731 -0.6257  -0.480
N 2.3947 0.3904 -0.5885  -0.295
C 0.0533 -0.5646 0.1005  -0.613
C 1.3707 -0.0504 -0.2821  0.273
C -0.9635 0.5717 0.0903  0.450
H -0.2744 -1.3392 -0.5988  0.273
H -0.7587 1.4025 0.7909  0.124
H 0.1061 -0.9836 1.1132  0.268


Molecular formula: C3H3NO
Method: DFT, wB97M-V/def2-TZVPD

The value obtained for the gap between HOMO and LUMO is 10.72 eV. As for the LUMO energy: 0.18 eV. Its net charge is 0. Its spin multiplicity is 1.

Last column: natural (NBO) charge in e.
Cartesian coordinates (Å):
O -0.1564 -0.9834 1.9352  -0.471
N -0.1951 -0.5639 -2.1925  -0.257
C -0.0128 -0.1390 -1.1362  0.215
C 0.3186 -0.4596 0.9723  0.476
C -0.2380 0.6355 0.0885  -0.597
H 1.0934 -0.9111 0.0100  0.094
H 0.4035 1.5192 0.0391  0.273
H -1.2938 0.9039 0.1995  0.266


Molecular formula: C3H3NO
Method: DFT, wB97M-V/def2-TZVPD

The value obtained for the gap between HOMO and LUMO is 10.42 eV. As for the LUMO energy: -0.82 eV. Its net charge is 0. Its spin multiplicity is 1.

Last column: natural (NBO) charge in e.
Cartesian coordinates (Å):
O -1.8039 1.7407 0.6115  -0.454
N -3.3432 -0.9941 -0.6246  -0.225
C -2.5312 -0.3675 -0.1328  0.160
C -0.1823 0.1477 -0.1788  -0.693
C -1.5304 0.5457 0.3128  0.469
H 0.2835 1.1460 -0.3782  0.257
H -0.2578 -0.5391 -1.0138  0.244
H 0.2745 -0.3257 0.6263  0.243


Molecular formula: C3H3NO
Method: DFT, wB97M-V/def2-TZVPD

The value obtained for the gap between HOMO and LUMO is 9.13 eV. As for the LUMO energy: 0.38 eV. Its net charge is 0. Its spin multiplicity is 1.

Last column: natural (NBO) charge in e.
Cartesian coordinates (Å):
O -1.1327 0.3273 -0.0916  -0.478
N 1.0713 -0.6933 -0.3174  -0.251
C -1.3824 -0.9347 0.0919  0.116
C 1.4795 0.3095 0.3643  0.022
C 0.2523 0.5193 -0.4394  0.106
H -2.4816 -0.8642 0.4887  0.074
H 1.9345 0.4003 1.3424  0.228
H 0.2591 0.9358 -1.4388  0.182


Molecular formula: C3H3NO2
Method: DFT, wB97M-V/def2-TZVPD

The value obtained for the gap between HOMO and LUMO is 11.85 eV. As for the LUMO energy: 0.43 eV. Its net charge is 0. Its spin multiplicity is 1.

Last column: natural (NBO) charge in e.
Cartesian coordinates (Å):
O -0.1679 0.9597 -1.4765  -0.699
O 1.5438 0.8866 -0.0087  -0.533
N 0.4895 -2.4816 1.1795  -0.301
C 0.0424 -1.4652 0.8998  0.278
C 0.4627 0.6065 -0.3166  0.819
C -0.6331 -0.1641 0.5112  -0.531
H -1.4306 -0.2161 0.0942  0.222
H 0.4464 1.3482 -2.0923  0.495
H -0.7533 0.5261 1.2094  0.251


Molecular formula: C3H3NO2
Method: DFT, wB97M-V/def2-TZVPD

The value obtained for the gap between HOMO and LUMO (spin up / spin down) is 9.01 / 8.78 eV. As for the LUMO energy (spin up / spin down): -0.61 / -0.33 eV. Its net charge is 0. Its spin multiplicity is 1.

Last column: natural (NBO) charge in e.
Cartesian coordinates (Å):
O 0.4086 0.4811 0.6121  -0.440
O -0.0899 0.2955 -1.3710  -0.454
N -2.0772 2.2431 -0.0374  -0.337
C 0.0523 1.1745 -0.4279  0.480
C 0.0231 -0.9474 -0.9361  0.039
C 0.4188 -0.8871 0.3361  0.011
H 0.5567 -1.6239 1.1041  0.233
H -2.2677 2.3082 -1.0608  0.233
H -0.0538 -1.7228 -1.7626  0.235


Molecular formula: C3H3NO2
Method: DFT, wB97M-V/def2-TZVPD

The value obtained for the gap between HOMO and LUMO (spin up / spin down) is 8.37 / 8.32 eV. As for the LUMO energy (spin up / spin down): -0.89 / -0.81 eV. Its net charge is 0. Its spin multiplicity is 1.

Last column: natural (NBO) charge in e.
Cartesian coordinates (Å):
O 2.3553 0.8144 -1.4439  -0.280
O 0.4543 1.6432 -2.1131  -0.296
N 1.2045 0.9682 -1.5079  0.594
C 0.0168 -0.0741 0.0197  0.025
C -0.9596 -1.0324 0.5229  -0.386
C -0.2305 0.1470 1.2734  -0.268
H -0.1155 0.3457 2.3300  0.252
H -0.6587 -1.9425 0.7827  0.178
H -2.0666 -0.8694 0.1362  0.181


Molecular formula: C3H3NO2
Method: DFT, wB97M-V/def2-TZVPD

The value obtained for the gap between HOMO and LUMO (spin up / spin down) is 9.15 / 9.15 eV. As for the LUMO energy (spin up / spin down): 0.28 / 0.28 eV. Its net charge is 0. Its spin multiplicity is 1.

Last column: natural (NBO) charge in e.
Cartesian coordinates (Å):
O -1.8902 -0.6918 0.8427  -0.545
O -0.3941 -0.9187 -1.7723  -0.531
N 0.0946 -0.6817 -0.5479  -0.198
C 0.9233 0.9347 0.2380  0.030
C -0.7418 -0.4080 0.5591  0.614
C 0.1245 0.6783 1.2395  -0.302
H 1.8079 1.2367 -0.2078  0.221
H 0.2716 -1.2449 -2.4292  0.485
H -0.1958 1.0955 2.0778  0.227


The energy relative to the best compared isomer or geometry (same formula, charge and spin) results, record by record, are as follows: 250.7, 56.7, 74.9, 88.6, 65.1, 97.1, 6.0, 0.0, 48.1, 31.2, 40.6, 94.5, 6.2, 44.8, 19.5, 125.1, 46.8, 178.0, 210.3, 140.4 kcal per mole.